1.
{"formula": "C23H48F10N2O17S", "method": "ωB97M-V with the def2-TZVPD basis set", "e_lumo_ev": 0.0, "gap_ev": 8.868, "symbols": ["C", "C", "C", "N", "C", "O", "O", "C", "O", "C", "C", "C", "O", "F", "C", "C", "C", "C", "C", "C", "C", "C", "C", "N", "C", "C", "C", "C", "C", "F", "F", "C", "F", "F", "S", "F", "F", "F", "F", "F", "H", "H", "H", "H", "H", "H", "H", "H", "H", "H", "H", "H", "H", "H", "H", "H", "H", "H", "H", "H", "H", "H", "O", "H", "H", "O", "H", "H", "O", "H", "H", "O", "H", "H", "O", "H", "H", "O", "H", "H", "O", "H", "H", "O", "H", "H", "O", "H", "H", "O", "H", "H", "O", "H", "H", "O", "H", "H", "O", "H", "H"], "xyz": [[2.76, 5.01, 0.10], [3.00, 3.85, 0.32], [3.15, 2.35, 0.24], [3.37, 1.90, 1.64], [3.04, 2.65, 2.54], [2.56, 3.20, 3.44], [4.32, 2.18, -0.56], [4.14, 1.21, -1.52], [4.81, 1.08, -2.49], [2.95, 0.34, -1.00], [2.47, -0.61, -2.14], [2.58, -2.10, -1.84], [3.46, -2.76, -2.26], [1.61, -2.68, -1.11], [3.69, -0.52, 0.05], [5.01, -0.96, -0.18], [5.70, -1.74, 0.74], [5.11, -2.14, 1.94], [3.81, -1.71, 2.19], [3.13, -0.92, 1.27], [2.07, 1.53, -0.57], [1.68, 2.53, -1.71], [0.97, 1.96, -2.95], [-0.34, 1.35, -2.69], [0.76, 1.34, 0.26], [0.13, -0.07, 0.36], [-1.38, -0.13, 0.01], [-2.20, -0.93, 1.06], [-3.22, -1.96, 0.58], [-4.45, -1.58, 1.04], [-3.01, -3.15, 1.19], [-3.45, -2.15, -0.94], [-3.66, -1.01, -1.57], [-4.63, -2.81, -1.05], [-2.22, -3.24, -1.86], [-1.11, -3.00, -0.76], [-2.76, -4.54, -1.12], [-3.32, -3.52, -3.01], [-1.70, -2.03, -2.76], [-1.19, -4.18, -2.63], [2.50, 6.04, 0.07], [2.93, -0.42, -3.10], [1.39, -0.43, -2.27], [5.54, -0.74, -1.10], [6.70, -2.07, 0.53], [5.66, -2.75, 2.65], [3.31, -2.00, 3.11], [2.13, -0.60, 1.55], [1.03, 3.32, -1.33], [2.55, 3.07, -2.12], [0.80, 2.83, -3.61], [1.60, 1.30, -3.55], [-1.09, 1.90, -3.10], [-0.39, 0.42, -3.09], [-0.03, 1.99, -0.10], [0.93, 1.67, 1.29], [0.20, -0.39, 1.41], [0.62, -0.85, -0.22], [-1.45, -0.50, -1.01], [-1.79, 0.88, -0.03], [-1.50, -1.44, 1.73], [-2.71, -0.21, 1.70], [-6.04, -2.86, -3.86], [-5.24, -2.34, -4.03], [-5.91, -3.18, -2.96], [-0.75, 2.55, 4.09], [0.08, 2.97, 3.85], [-0.57, 2.14, 4.94], [1.56, -3.54, 3.86], [1.54, -4.05, 4.67], [1.57, -4.20, 3.16], [4.31, 5.95, 2.82], [3.89, 5.12, 3.06], [4.37, 6.43, 3.65], [7.81, -0.89, 2.36], [7.69, 0.03, 2.60], [8.75, -0.97, 2.16], [-6.20, -0.92, -6.23], [-6.22, -0.17, -5.63], [-6.33, -1.69, -5.67], [0.08, 5.27, -1.44], [-0.72, 5.73, -1.16], [0.79, 5.88, -1.23], [0.34, 1.75, 7.08], [1.16, 2.01, 7.53], [-0.35, 1.92, 7.73], [-0.95, -1.88, 3.63], [-1.15, -1.55, 4.51], [-0.61, -2.78, 3.79], [-9.00, -2.43, -4.17], [-8.88, -1.48, -4.09], [-8.11, -2.78, -4.22], [-12.03, -1.70, -2.85], [-11.91, -0.75, -2.77], [-11.14, -2.05, -2.91], [-2.11, 6.12, -2.96], [-1.97, 5.17, -2.92], [-1.84, 6.37, -3.85], [-0.81, -5.02, 5.21], [-0.83, -5.53, 6.03], [-0.81, -5.69, 4.52]]}



2.
{"formula": "F2H14O7Pb", "method": "ωB97M-V with the def2-TZVPD basis set", "e_lumo_ev": -0.7, "gap_ev": 6.209, "e_above_lowest_kj_mol": 75.1, "symbols": ["Pb", "F", "F", "O", "H", "H", "O", "H", "H", "O", "H", "H", "O", "H", "H", "O", "H", "H", "O", "H", "H", "O", "H", "H"], "xyz": [[4.71, -9.65, 28.92], [3.62, -11.14, 30.63], [3.65, -11.82, 28.02], [4.24, -7.18, 29.92], [4.07, -6.32, 29.51], [4.70, -6.97, 30.74], [2.10, -9.22, 29.02], [1.52, -8.71, 29.59], [1.57, -9.97, 28.72], [7.09, -8.43, 28.74], [7.62, -7.84, 29.29], [7.51, -8.41, 27.88], [3.89, -8.10, 26.99], [4.35, -7.72, 26.24], [3.30, -7.40, 27.30], [6.44, -10.50, 26.99], [6.47, -11.28, 26.42], [7.31, -10.11, 26.92], [6.35, -11.63, 29.54], [6.60, -11.80, 30.46], [7.19, -11.59, 29.07], [6.01, -9.22, 31.21], [5.86, -8.95, 32.12], [6.92, -8.95, 31.02]]}



3.
{"formula": "C3H2Cl2O", "method": "ωB97M-V with the def2-TZVPD basis set", "smiles": "ClC#CCl.C=O", "e_lumo_ev": 0.6, "gap_ev": 10.254, "e_above_lowest_kj_mol": 313.0, "symbols": ["Cl", "C", "C", "Cl", "C", "O", "H", "H"], "xyz": [[2.49, -1.62, -0.05], [2.06, -0.07, -0.01], [1.53, 1.01, 0.03], [0.91, 2.55, 0.12], [-1.77, -0.51, -0.04], [-0.90, -1.33, 0.00], [-2.68, -0.60, 0.55], [-1.63, 0.55, -0.61]]}



4.
{"formula": "C13H16N5O4Pt", "method": "ωB97M-V with the def2-TZVPD basis set", "e_lumo_ev": [-4.8, -4.8], "charge": 1, "gap_ev": [7.253, 7.264], "e_above_lowest_kj_mol": 100.7, "symbols": ["Pt", "O", "C", "O", "C", "C", "C", "C", "C", "N", "C", "O", "O", "H", "H", "H", "H", "C", "N", "C", "N", "C", "N", "C", "N", "C", "C", "H", "H", "H", "H", "H", "H", "H", "H", "H", "H", "H", "H"], "xyz": [[1.09, 0.90, -1.37], [-2.52, 0.95, -3.63], [-1.51, 1.04, -2.80], [-0.54, 0.28, -2.79], [-1.60, 2.14, -1.81], [-2.72, 2.84, -1.40], [-2.55, 3.79, -0.39], [-1.30, 4.01, 0.16], [-0.23, 3.25, -0.30], [-0.42, 2.36, -1.25], [1.22, 3.35, 0.21], [1.53, 4.35, 0.81], [1.98, 2.34, -0.09], [-2.40, 0.22, -4.25], [-3.68, 2.64, -1.85], [-3.41, 4.34, -0.02], [-1.12, 4.74, 0.94], [2.25, -1.75, -0.01], [2.03, -2.82, 0.93], [1.77, -2.27, 2.26], [0.57, -1.42, 2.24], [0.78, -0.33, 1.31], [1.04, -0.86, -0.07], [-0.13, -1.71, -0.47], [-0.34, -2.78, 0.47], [0.87, -3.61, 0.51], [-0.57, -2.22, 1.80], [2.44, -2.16, -1.00], [3.10, -1.15, 0.31], [2.63, -1.68, 2.59], [1.61, -3.09, 2.96], [1.65, 0.26, 1.61], [-0.10, 0.31, 1.28], [0.05, -2.11, -1.47], [-1.03, -1.08, -0.50], [1.06, -4.04, -0.47], [0.72, -4.43, 1.22], [-0.74, -3.03, 2.51], [-1.46, -1.59, 1.77]]}



5.
{"formula": "C9H21Cl9O8P2", "method": "ωB97M-V with the def2-TZVPD basis set", "smiles": "COP(=O)(OC)OC.COP(=O)(OC)OC.ClC(Cl)Cl.ClC(Cl)Cl.ClC(Cl)Cl", "e_lumo_ev": 0.4, "gap_ev": 10.999, "e_above_lowest_kj_mol": 1.7, "symbols": ["C", "O", "P", "O", "O", "C", "O", "C", "H", "H", "H", "H", "H", "H", "H", "H", "H", "C", "O", "P", "O", "O", "C", "O", "C", "H", "H", "H", "H", "H", "H", "H", "H", "H", "Cl", "C", "Cl", "Cl", "H", "Cl", "C", "Cl", "Cl", "H", "Cl", "C", "Cl", "Cl", "H"], "xyz": [[3.80, -3.33, 2.94], [3.37, -2.03, 2.61], [1.95, -1.49, 3.05], [1.84, -1.24, 4.49], [1.76, -0.22, 2.08], [2.79, 0.77, 2.10], [0.89, -2.50, 2.44], [-0.48, -2.21, 2.68], [3.15, -3.83, 3.66], [4.81, -3.29, 3.36], [3.88, -3.98, 2.06], [2.38, 1.68, 1.67], [3.66, 0.45, 1.53], [3.07, 1.07, 3.12], [-1.00, -3.00, 3.22], [-1.05, -2.09, 1.76], [-0.65, -1.32, 3.28], [0.63, 1.97, -5.23], [-0.12, 2.15, -4.05], [-0.45, 1.09, -2.91], [-1.06, 1.62, -1.68], [1.00, 0.41, -2.62], [1.11, -0.29, -1.38], [-1.23, -0.05, -3.72], [-2.43, 0.20, -4.45], [1.12, 0.99, -5.23], [1.35, 2.78, -5.28], [0.03, 2.00, -6.15], [0.70, 0.29, -0.55], [2.18, -0.39, -1.18], [0.68, -1.29, -1.37], [-2.56, 1.26, -4.66], [-3.32, -0.17, -3.95], [-2.29, -0.29, -5.41], [-1.69, -3.05, -3.16], [-3.05, -2.98, -2.02], [-2.47, -3.36, -0.40], [-4.52, -3.77, -2.61], [-3.21, -1.91, -2.02], [0.99, 3.56, 4.08], [-0.53, 4.38, 3.80], [-0.45, 5.45, 2.37], [-1.09, 5.24, 5.21], [-1.29, 3.67, 3.53], [-3.55, 2.72, 0.72], [-2.35, 1.43, 0.91], [-2.87, -0.07, 0.17], [-2.02, 1.21, 2.67], [-1.40, 1.78, 0.52]]}



Copy entry 5 word for word.
{"formula": "C9H21Cl9O8P2", "method": "ωB97M-V with the def2-TZVPD basis set", "smiles": "COP(=O)(OC)OC.COP(=O)(OC)OC.ClC(Cl)Cl.ClC(Cl)Cl.ClC(Cl)Cl", "e_lumo_ev": 0.4, "gap_ev": 10.999, "e_above_lowest_kj_mol": 1.7, "symbols": ["C", "O", "P", "O", "O", "C", "O", "C", "H", "H", "H", "H", "H", "H", "H", "H", "H", "C", "O", "P", "O", "O", "C", "O", "C", "H", "H", "H", "H", "H", "H", "H", "H", "H", "Cl", "C", "Cl", "Cl", "H", "Cl", "C", "Cl", "Cl", "H", "Cl", "C", "Cl", "Cl", "H"], "xyz": [[3.80, -3.33, 2.94], [3.37, -2.03, 2.61], [1.95, -1.49, 3.05], [1.84, -1.24, 4.49], [1.76, -0.22, 2.08], [2.79, 0.77, 2.10], [0.89, -2.50, 2.44], [-0.48, -2.21, 2.68], [3.15, -3.83, 3.66], [4.81, -3.29, 3.36], [3.88, -3.98, 2.06], [2.38, 1.68, 1.67], [3.66, 0.45, 1.53], [3.07, 1.07, 3.12], [-1.00, -3.00, 3.22], [-1.05, -2.09, 1.76], [-0.65, -1.32, 3.28], [0.63, 1.97, -5.23], [-0.12, 2.15, -4.05], [-0.45, 1.09, -2.91], [-1.06, 1.62, -1.68], [1.00, 0.41, -2.62], [1.11, -0.29, -1.38], [-1.23, -0.05, -3.72], [-2.43, 0.20, -4.45], [1.12, 0.99, -5.23], [1.35, 2.78, -5.28], [0.03, 2.00, -6.15], [0.70, 0.29, -0.55], [2.18, -0.39, -1.18], [0.68, -1.29, -1.37], [-2.56, 1.26, -4.66], [-3.32, -0.17, -3.95], [-2.29, -0.29, -5.41], [-1.69, -3.05, -3.16], [-3.05, -2.98, -2.02], [-2.47, -3.36, -0.40], [-4.52, -3.77, -2.61], [-3.21, -1.91, -2.02], [0.99, 3.56, 4.08], [-0.53, 4.38, 3.80], [-0.45, 5.45, 2.37], [-1.09, 5.24, 5.21], [-1.29, 3.67, 3.53], [-3.55, 2.72, 0.72], [-2.35, 1.43, 0.91], [-2.87, -0.07, 0.17], [-2.02, 1.21, 2.67], [-1.40, 1.78, 0.52]]}



Which formula does entry 1 have?
C23H48F10N2O17S